<i>
Entry from the Open Molecules 2025 dataset: a molecular structure, C9H11N2 (ωB97M-V/def2-TZVPD).

Cartesian coordinates (Å):
C  0.795  1.634  0.298
C  -2.296  -0.053  0.938
C  -1.544  -0.150  -1.061
C  2.122  0.884  -0.005
C  2.416  -0.445  0.637
C  2.012  -0.363  -0.795
C  -1.416  -1.061  0.097
C  1.181  -1.207  0.201
C  -1.612  0.991  -0.021
N  -0.080  -0.967  0.706
N  -0.245  0.900  0.449
H  0.751  2.693  0.367
H  -3.360  -0.017  0.456
H  -2.179  0.002  2.085
H  -0.656  -0.260  -1.724
H  -2.392  -0.279  -1.696
H  2.990  1.527  -0.142
H  3.374  -0.874  1.048
H  2.262  -0.707  -1.767
H  -1.803  -2.143  0.087
H  1.334  -2.215  0.061
H  -1.656  2.114  -0.221

Net charge: +1

<ii>
Entry from the Open Molecules 2025 dataset: a molecular structure, C9H11N2 (ωB97M-V/def2-TZVPD).

Cartesian coordinates (Å):
C  -0.307  -0.596  -1.327
C  -1.347  -1.085  -0.655
C  0.711  0.265  -0.787
C  -1.511  -0.950  0.753
C  0.898  0.548  0.482
C  -0.634  -0.175  1.460
C  1.608  0.950  -1.843
C  -2.653  -1.692  1.465
C  1.864  1.491  1.063
N  -0.579  0.689  3.699
N  -0.571  0.258  2.668
H  -0.285  -0.601  -2.438
H  -2.084  -1.583  -1.200
H  1.667  1.906  -1.302
H  2.663  0.555  -2.107
H  1.091  1.164  -2.716
H  -2.467  -2.792  1.257
H  -2.583  -1.253  2.436
H  -3.557  -1.388  0.928
H  2.885  1.360  0.639
H  1.614  2.669  1.077
H  2.054  1.450  2.123

Net charge: +1

Q: Which of them is the least stable? A: <i>.

<i>
Entry from the Open Molecules 2025 dataset: a molecular structure, C3H3Br2NO2 (ωB97M-V/def2-TZVPD).

Cartesian coordinates (Å):
C  1.108  -0.050  -1.804
C  -0.487  0.489  0.490
C  0.703  -0.348  0.073
N  1.537  -0.087  -2.848
O  -1.052  -0.222  1.641
O  -1.500  0.522  -0.510
Br  2.409  0.250  0.907
Br  0.226  -2.220  0.319
H  -0.049  1.439  0.819
H  -1.555  0.420  2.113
H  -1.340  -0.193  -1.201

Net charge: 0

<ii>
Entry from the Open Molecules 2025 dataset: 2 unconnected molecules or ions with the total composition C3H3Br2NO2 (ωB97M-V/def2-TZVPD).

Cartesian coordinates (Å):
C  1.195  0.623  0.203
C  0.766  1.779  -0.221
C  -1.535  -0.999  -0.660
N  1.448  -0.465  0.628
O  -2.112  -0.550  -1.590
O  -0.543  -1.940  -0.655
Br  0.013  3.050  0.909
Br  -1.910  -0.380  1.184
H  0.550  1.697  -1.243
H  2.277  -0.582  1.227
H  -0.150  -2.234  0.218

Net charge: 0

Q: Which of them is the least stable? A: <i>.

<i>
Entry from the Open Molecules 2025 dataset: a molecular structure, H2N3O2S (ωB97M-V/def2-TZVPD).

Cartesian coordinates (Å):
N  0.648  -1.062  -0.614
N  2.037  -1.185  -0.934
N  2.697  -0.974  0.081
O  2.261  -1.452  -2.137
O  -0.701  0.290  1.439
S  1.006  -0.409  0.997
H  0.270  -0.424  -1.251
H  -1.355  -0.170  0.778

Net charge: -1

<ii>
Entry from the Open Molecules 2025 dataset: a gas-phase ion, H2N3O2S (charge -1) (ωB97M-V/def2-TZVPD).

Cartesian coordinates (Å):
N  -0.620  -1.466  0.192
N  0.045  -0.369  0.320
N  -0.245  0.506  -0.615
O  0.953  -0.027  1.205
O  0.761  1.460  -0.697
S  -1.324  0.337  -1.756
H  -0.750  -1.978  1.139
H  1.181  1.537  0.213

Net charge: -1

Q: Which of them is the least stable? A: <ii>.

<i>
Entry from the Open Molecules 2025 dataset: 2 unconnected molecules or ions with the total composition C3H6BrI (ωB97M-V/def2-TZVPD).

Cartesian coordinates (Å):
C  -1.603  0.347  -0.885
C  0.177  -0.585  0.569
C  -0.502  0.448  -0.193
Br  0.419  2.150  -0.208
I  4.790  0.420  0.165
H  -2.178  -0.499  -1.153
H  -2.229  1.136  -1.209
H  4.333  1.246  -1.029
H  0.963  -1.074  0.036
H  -0.452  -1.512  0.921
H  0.701  -0.153  1.445

Net charge: 0

<ii>
Entry from the Open Molecules 2025 dataset: a molecular structure, C3H6BrI (ωB97M-V/def2-TZVPD).

Cartesian coordinates (Å):
C  0.705  -1.828  -0.280
C  -1.136  0.991  0.031
C  0.335  0.827  0.180
Br  1.398  1.632  -1.165
I  1.089  1.054  2.148
H  1.649  -1.730  -0.774
H  0.683  -2.112  0.748
H  -0.177  -1.938  -0.875
H  -1.450  2.008  0.292
H  -1.659  0.299  0.692
H  -1.436  0.797  -0.997

Net charge: 0

Q: Which of them is the least stable? A: <ii>.

<i>
Entry from the Open Molecules 2025 dataset: 2 unconnected molecules or ions with the total composition H4NO2PS (ωB97M-V/def2-TZVPD).

Cartesian coordinates (Å):
N  -1.755  0.701  0.767
O  2.495  -1.621  -0.064
O  -1.459  0.767  -1.824
P  3.335  -0.447  -0.311
S  -1.900  -0.165  -0.737
H  -1.648  1.667  0.532
H  -2.482  0.431  1.393
H  4.228  -0.266  0.898
H  -0.814  -1.068  -0.653

Net charge: 0

<ii>
Entry from the Open Molecules 2025 dataset: 2 unconnected molecules or ions with the total composition H4NO2PS (ωB97M-V/def2-TZVPD).

Cartesian coordinates (Å):
N  -0.463  -0.583  -0.576
O  -0.465  2.035  0.988
O  1.716  -1.295  0.609
P  0.766  -1.656  -0.434
S  0.815  -3.174  -1.625
H  -0.484  0.247  0.008
H  -1.169  -0.697  -1.285
H  0.259  2.309  1.553
H  -0.975  2.814  0.763

Net charge: 0

<iii>
Entry from the Open Molecules 2025 dataset: a molecular structure, H4NO2PS (ωB97M-V/def2-TZVPD).

Cartesian coordinates (Å):
N  1.671  0.100  -0.415
O  -2.318  0.784  -1.968
O  -0.778  -0.710  -0.426
P  -1.096  -0.020  -2.075
S  0.034  0.645  -0.347
H  1.953  -0.211  0.435
H  1.903  -0.395  -1.283
H  -0.794  0.093  2.700
H  -0.575  -0.287  3.380

Net charge: 0

Q: Which of them is the least stable? A: <i>.

<i>
Entry from the Open Molecules 2025 dataset: 2 unconnected molecules or ions with the total composition C3H6BrO2S (ωB97M-V/def2-TZVPD).

Cartesian coordinates (Å):
C  -0.196  -0.486  1.514
C  0.076  -0.098  -0.987
C  -0.010  -0.999  0.145
O  4.389  -1.877  -0.446
O  3.939  -0.319  1.343
S  3.472  -0.834  0.049
Br  -1.451  -2.308  -0.131
H  -1.120  0.095  1.631
H  -0.157  -1.405  2.315
H  0.740  0.004  1.773
H  1.270  0.272  -1.103
H  -0.569  0.675  -0.945
H  -0.119  -0.584  -1.967

Net charge: -1

<ii>
Entry from the Open Molecules 2025 dataset: 2 unconnected molecules or ions with the total composition C3H6BrO2S (ωB97M-V/def2-TZVPD).

Cartesian coordinates (Å):
C  0.188  0.661  0.906
C  0.460  -1.559  0.042
C  1.046  -0.170  0.046
O  -1.242  0.916  -2.823
O  -2.466  1.420  -0.737
S  -1.545  1.940  -1.805
Br  2.881  -0.445  0.762
H  0.228  0.270  1.886
H  0.504  1.686  1.205
H  -0.736  0.765  0.400
H  -0.529  -1.388  -0.390
H  0.165  -1.802  1.041
H  1.047  -2.293  -0.533

Net charge: -1

Q: Which of them is the least stable? A: <i>.